Version one
Entry from OMol25: a cluster of 13 separate species, C26H78O13 in total (the ωB97M-V functional and the def2-TZVPD basis).

The calculation puts the LUMO energy at 0.42 eV. The HOMO-LUMO gap is 0.3700 Ha. Its highest occupied orbital energy is -9.652 eV. The total charge is 0.

XYZ file:
```
117
C26H78O13 | OMol25 | the ωB97M-V functional and the def2-TZVPD basis
C 17.257 -18.043 -5.213
C 17.283 -16.593 -4.771
O 17.078 -16.434 -3.374
H 18.003 -18.644 -4.690
H 17.423 -18.093 -6.290
H 16.296 -18.520 -5.011
H 16.554 -16.020 -5.367
H 18.175 -16.024 -5.051
H 16.262 -16.933 -3.198
C 23.934 -13.668 -3.269
C 22.645 -13.077 -2.734
O 21.703 -14.159 -2.614
H 23.861 -13.876 -4.340
H 24.081 -14.647 -2.810
H 24.848 -13.100 -3.086
H 22.219 -12.224 -3.270
H 22.836 -12.616 -1.759
H 21.542 -14.240 -1.669
C 19.733 -16.843 -1.537
C 21.192 -17.161 -1.797
O 21.333 -18.582 -1.809
H 19.576 -17.141 -0.494
H 19.019 -17.432 -2.112
H 19.453 -15.806 -1.703
H 21.807 -16.719 -1.004
H 21.558 -16.728 -2.733
H 22.268 -18.774 -1.692
C 15.864 -12.896 2.605
C 16.758 -11.756 3.099
O 17.515 -11.313 1.976
H 16.402 -13.752 2.193
H 15.274 -12.541 1.756
H 15.153 -13.253 3.353
H 17.434 -12.100 3.883
H 16.086 -10.981 3.474
H 18.456 -11.314 2.161
C 13.538 -19.398 -3.130
C 14.273 -18.810 -1.952
O 14.512 -17.429 -2.274
H 14.039 -19.343 -4.096
H 12.536 -18.976 -3.173
H 13.436 -20.482 -2.996
H 15.220 -19.279 -1.684
H 13.633 -18.885 -1.068
H 14.779 -16.961 -1.463
C 12.459 -14.445 -2.809
C 11.618 -13.539 -3.676
O 10.465 -12.936 -3.062
H 13.074 -13.913 -2.089
H 13.053 -15.045 -3.504
H 11.814 -15.206 -2.361
H 11.219 -14.082 -4.544
H 12.178 -12.718 -4.128
H 9.891 -13.669 -2.813
C 21.237 -14.473 0.952
C 21.642 -15.636 1.820
O 22.908 -15.413 2.432
H 22.001 -14.143 0.238
H 21.025 -13.576 1.535
H 20.362 -14.723 0.347
H 21.646 -16.594 1.294
H 20.857 -15.702 2.584
H 22.961 -15.981 3.205
C 23.215 -10.025 -0.305
C 21.959 -10.719 0.279
O 21.032 -11.040 -0.726
H 23.040 -9.245 -1.046
H 23.869 -10.765 -0.766
H 23.783 -9.576 0.517
H 21.494 -10.093 1.050
H 22.351 -11.612 0.768
H 20.509 -10.256 -0.971
C 14.473 -11.131 -2.690
C 13.788 -9.854 -3.141
O 14.088 -9.715 -4.538
H 14.408 -11.338 -1.624
H 15.529 -11.161 -2.973
H 14.106 -11.964 -3.298
H 14.223 -9.038 -2.548
H 12.710 -9.832 -2.962
H 13.677 -8.878 -4.793
C 17.205 -12.851 -6.833
C 16.571 -11.753 -6.003
O 15.197 -11.651 -6.345
H 16.705 -13.819 -6.837
H 18.149 -13.092 -6.319
H 17.406 -12.533 -7.853
H 17.047 -10.793 -6.253
H 16.754 -11.955 -4.937
H 14.819 -10.881 -5.883
C 16.139 -18.796 0.841
C 16.259 -17.504 1.633
O 15.570 -16.419 1.011
H 15.073 -18.999 0.782
H 16.729 -19.584 1.309
H 16.565 -18.672 -0.157
H 17.276 -17.160 1.829
H 15.729 -17.681 2.573
H 16.180 -15.838 0.536
C 18.052 -12.978 -1.929
C 16.838 -13.495 -1.177
O 16.848 -14.916 -1.096
H 18.932 -12.896 -1.280
H 17.902 -11.920 -2.154
H 18.388 -13.583 -2.772
H 15.918 -13.140 -1.659
H 16.836 -13.079 -0.167
H 17.113 -15.202 -1.993
C 20.177 -9.653 -4.106
C 19.439 -8.638 -3.259
O 19.859 -8.731 -1.891
H 21.256 -9.509 -4.049
H 19.793 -9.681 -5.121
H 20.041 -10.645 -3.673
H 18.353 -8.708 -3.339
H 19.661 -7.619 -3.588
H 20.193 -7.885 -1.590
```

---

Version two
Entry from OMol25: a cluster of 13 separate species, C26H78O13 in total (the ωB97M-V functional and the def2-TZVPD basis).

The calculation puts the LUMO energy at 0.08 eV. The HOMO-LUMO gap is 0.3687 Ha. Its highest occupied orbital energy is -9.953 eV. The total charge is 0.

XYZ file:
```
117
C26H78O13 | OMol25 | the ωB97M-V functional and the def2-TZVPD basis
C -1.732 -5.106 9.421
C -1.166 -4.773 8.038
O -1.143 -5.976 7.314
H -2.688 -5.629 9.410
H -1.811 -4.188 10.005
H -1.033 -5.817 9.862
H -0.128 -4.480 8.198
H -1.620 -3.962 7.469
H -2.034 -6.085 6.974
C -4.625 -5.133 2.108
C -5.165 -4.528 3.396
O -5.211 -5.399 4.467
H -4.749 -4.480 1.245
H -5.265 -5.988 1.888
H -3.568 -5.382 2.009
H -6.204 -4.215 3.286
H -4.576 -3.643 3.638
H -6.061 -5.844 4.445
C -1.039 8.396 -1.430
C -1.419 8.925 -2.805
O -0.373 8.352 -3.586
H -1.718 8.744 -0.651
H -0.052 8.703 -1.081
H -1.128 7.310 -1.432
H -1.304 10.007 -2.744
H -2.419 8.658 -3.147
H -0.321 8.778 -4.445
C 6.996 -3.321 0.340
C 8.179 -4.194 0.091
O 8.218 -5.236 0.969
H 6.879 -2.556 -0.427
H 7.085 -2.814 1.301
H 6.008 -3.778 0.298
H 9.192 -3.792 0.128
H 8.146 -4.605 -0.918
H 8.916 -5.810 0.645
C 5.596 -2.206 6.468
C 5.363 -3.722 6.109
O 6.652 -4.266 5.766
H 5.724 -1.647 5.541
H 6.509 -2.021 7.034
H 4.721 -1.755 6.937
H 4.549 -3.862 5.399
H 5.053 -4.301 6.979
H 6.814 -4.266 4.819
C 4.246 3.668 2.441
C 3.956 5.117 1.813
O 3.529 5.889 2.960
H 5.004 3.729 3.222
H 4.606 2.931 1.724
H 3.461 3.069 2.904
H 3.215 4.794 1.081
H 4.871 5.347 1.267
H 3.154 6.697 2.602
C 4.731 -2.596 -7.174
C 5.140 -3.101 -5.783
O 5.434 -4.453 -5.880
H 5.220 -3.036 -8.043
H 5.006 -1.550 -7.308
H 3.648 -2.659 -7.287
H 4.231 -3.052 -5.185
H 5.971 -2.592 -5.295
H 5.696 -4.723 -6.763
C 4.299 4.554 -4.626
C 3.060 3.901 -5.151
O 2.059 3.965 -4.176
H 4.037 5.596 -4.439
H 5.124 4.498 -5.336
H 4.621 4.053 -3.713
H 3.211 2.893 -5.538
H 2.737 4.263 -6.127
H 1.801 4.883 -4.067
C -1.993 3.381 4.969
C -2.161 4.823 4.420
O -1.240 5.788 4.937
H -2.031 3.333 6.058
H -1.102 2.919 4.543
H -2.774 2.672 4.694
H -3.140 5.067 4.832
H -2.211 4.843 3.332
H -0.443 5.726 4.405
C -6.920 1.222 0.326
C -7.871 1.576 1.439
O -9.144 1.835 0.952
H -7.301 1.615 -0.617
H -6.602 0.182 0.252
H -6.027 1.844 0.391
H -7.576 2.434 2.043
H -7.894 0.680 2.059
H -9.277 2.768 0.765
C -5.246 3.748 -8.291
C -4.254 4.118 -7.226
O -3.165 3.199 -7.088
H -5.990 4.522 -8.483
H -5.655 2.760 -8.079
H -4.942 3.553 -9.319
H -4.642 4.311 -6.226
H -3.760 4.989 -7.657
H -2.448 3.563 -6.563
C 0.556 -1.855 0.967
C 0.312 -1.176 -0.385
O 0.519 0.244 -0.098
H 1.475 -1.507 1.437
H 0.662 -2.938 0.912
H -0.260 -1.706 1.675
H -0.666 -1.254 -0.861
H 0.984 -1.590 -1.136
H 0.346 0.755 -0.893
C -5.653 -5.491 -4.446
C -4.162 -5.634 -4.600
O -3.804 -6.623 -3.635
H -6.010 -4.506 -4.749
H -6.012 -5.551 -3.419
H -6.217 -6.225 -5.022
H -3.589 -4.707 -4.620
H -3.878 -5.983 -5.593
H -2.913 -6.904 -3.856
```

---

Version three
Entry from OMol25: a cluster of 13 separate species, C26H78O13 in total (the ωB97M-V functional and the def2-TZVPD basis).

The calculation puts the LUMO energy at 0.03 eV. The HOMO-LUMO gap is 0.3547 Ha. Its highest occupied orbital energy is -9.619 eV. The total charge is 0.

XYZ file:
```
117
C26H78O13 | OMol25 | the ωB97M-V functional and the def2-TZVPD basis
C -0.999 -2.519 2.856
C -1.224 -3.833 3.573
O -2.578 -4.330 3.243
H -1.186 -2.666 1.784
H 0.055 -2.228 2.914
H -1.667 -1.743 3.211
H -1.151 -3.683 4.663
H -0.483 -4.588 3.279
H -2.631 -5.263 3.496
C 4.272 -5.208 -1.323
C 3.601 -4.028 -1.956
O 3.528 -4.257 -3.368
H 3.669 -6.102 -1.502
H 4.355 -5.083 -0.239
H 5.263 -5.388 -1.738
H 4.129 -3.085 -1.752
H 2.595 -3.902 -1.506
H 3.201 -3.455 -3.817
C -0.554 1.163 4.005
C -0.697 2.423 4.857
O -2.034 2.649 5.282
H -0.976 0.329 4.575
H 0.466 0.936 3.706
H -1.199 1.235 3.123
H -0.317 3.323 4.337
H -0.080 2.328 5.761
H -2.590 2.831 4.479
C -0.096 -1.259 -3.906
C 0.839 -2.423 -3.941
O 1.932 -2.182 -4.845
H -0.931 -1.383 -3.224
H -0.455 -0.973 -4.902
H 0.466 -0.380 -3.550
H 0.299 -3.353 -4.141
H 1.298 -2.532 -2.961
H 1.571 -1.992 -5.719
C -1.199 3.193 -2.155
C -2.352 4.153 -1.904
O -3.277 4.105 -3.016
H -0.682 3.407 -3.085
H -1.590 2.173 -2.182
H -0.518 3.235 -1.301
H -1.965 5.168 -1.718
H -2.897 3.840 -0.995
H -3.923 4.811 -2.933
C 4.238 -2.194 1.284
C 5.553 -1.879 0.594
O 5.303 -1.380 -0.754
H 3.683 -2.954 0.724
H 3.637 -1.292 1.348
H 4.404 -2.611 2.279
H 6.198 -2.771 0.603
H 6.082 -1.142 1.227
H 6.160 -1.068 -1.098
C 0.726 0.534 0.853
C 0.000 -0.281 -0.225
O 0.721 -1.523 -0.586
H 1.718 0.826 0.492
H 0.901 -0.108 1.718
H 0.185 1.437 1.152
H -0.105 0.346 -1.120
H -0.975 -0.612 0.132
H 1.488 -1.274 -1.156
C -4.481 0.048 -2.428
C -4.911 -0.030 -0.981
O -5.824 -1.146 -0.786
H -3.648 0.741 -2.571
H -5.328 0.329 -3.047
H -4.137 -0.937 -2.750
H -5.443 0.854 -0.647
H -4.067 -0.224 -0.305
H -5.310 -1.957 -0.873
C -1.672 -5.771 -1.796
C -0.786 -4.856 -0.986
O -0.958 -3.525 -1.518
H -2.715 -5.480 -1.647
H -1.546 -6.811 -1.511
H -1.447 -5.635 -2.856
H 0.260 -5.193 -1.074
H -1.126 -4.879 0.066
H -0.392 -2.866 -1.054
C -2.285 6.200 2.190
C -1.220 5.655 1.277
O -1.186 4.221 1.361
H -3.262 5.846 1.862
H -2.307 7.292 2.137
H -2.115 5.928 3.233
H -0.234 6.087 1.481
H -1.496 5.975 0.259
H -0.266 3.882 1.232
C 4.404 -0.391 -4.120
C 3.240 0.138 -3.306
O 2.901 -0.710 -2.195
H 4.613 0.230 -4.995
H 4.260 -1.422 -4.440
H 5.327 -0.373 -3.521
H 2.344 0.188 -3.929
H 3.432 1.164 -2.955
H 3.726 -0.950 -1.686
C 2.322 4.404 3.128
C 2.219 3.312 2.047
O 1.566 3.756 0.823
H 2.754 3.980 4.038
H 1.336 4.816 3.334
H 2.976 5.228 2.819
H 1.599 2.498 2.442
H 3.201 2.874 1.825
H 2.159 4.352 0.348
C -4.809 1.221 2.401
C -3.969 2.279 1.752
O -3.343 3.031 2.761
H -5.441 0.695 1.684
H -5.498 1.670 3.119
H -4.179 0.489 2.906
H -4.606 2.912 1.113
H -3.235 1.801 1.082
H -2.599 3.540 2.325
```

---

Version four
Entry from OMol25: a cluster of 13 separate species, C26H78O13 in total (the ωB97M-V functional and the def2-TZVPD basis).

The calculation puts the LUMO energy at 0.41 eV. The HOMO-LUMO gap is 0.3470 Ha. Its highest occupied orbital energy is -9.030 eV. The total charge is 0.

XYZ file:
```
117
C26H78O13 | OMol25 | the ωB97M-V functional and the def2-TZVPD basis
C -14.951 -46.723 -1.098
C -15.748 -45.523 -1.723
O -16.689 -45.108 -0.849
H -15.774 -47.592 -1.125
H -14.721 -46.420 -0.134
H -14.169 -47.016 -1.839
H -16.146 -45.803 -2.610
H -14.891 -44.713 -1.928
H -17.430 -44.752 -1.463
C -16.261 -41.996 -3.981
C -17.550 -42.318 -3.193
O -17.190 -42.386 -1.818
H -15.548 -42.759 -3.651
H -16.017 -41.004 -4.088
H -16.540 -42.158 -5.037
H -18.074 -43.182 -3.259
H -18.205 -41.523 -3.298
H -16.618 -41.800 -1.424
C -13.827 -49.643 3.418
C -14.739 -48.431 3.406
O -15.056 -48.054 2.130
H -12.688 -49.357 3.116
H -14.137 -50.357 2.859
H -13.712 -50.353 4.260
H -14.525 -47.498 4.044
H -15.753 -48.624 3.701
H -15.619 -47.337 1.940
C -17.106 -44.968 3.811
C -17.005 -44.746 2.364
O -15.983 -45.369 1.676
H -17.306 -45.920 4.116
H -17.824 -44.616 4.468
H -16.301 -44.743 4.526
H -16.987 -43.771 2.343
H -18.003 -44.948 1.983
H -16.091 -45.231 0.598
C -20.629 -43.089 -0.181
C -20.723 -44.516 0.429
O -21.862 -45.226 0.186
H -21.197 -43.275 -1.170
H -19.807 -42.602 -0.132
H -21.151 -42.557 0.504
H -20.533 -44.698 1.549
H -20.097 -45.050 -0.157
H -21.880 -45.822 0.923
C -14.140 -51.060 -2.119
C -13.903 -50.308 -0.880
O -15.018 -50.073 -0.080
H -13.216 -51.367 -2.776
H -14.705 -50.456 -2.785
H -14.551 -51.856 -2.006
H -13.241 -49.526 -1.081
H -13.297 -50.991 -0.230
H -14.627 -49.572 0.715
C -19.041 -48.441 -1.207
C -18.181 -49.475 -0.389
O -17.624 -50.474 -1.180
H -19.384 -47.802 -0.432
H -19.819 -48.794 -1.888
H -18.340 -47.811 -1.813
H -18.998 -50.091 0.043
H -17.523 -49.028 0.382
H -16.637 -50.420 -1.028
C -10.167 -47.232 0.217
C -11.174 -46.524 -0.764
O -10.511 -45.511 -1.415
H -9.747 -47.947 -0.555
H -10.755 -47.830 1.085
H -9.687 -46.615 0.635
H -12.115 -45.949 -0.321
H -11.677 -46.982 -1.450
H -10.959 -45.093 -2.184
C -16.732 -48.726 -4.536
C -15.332 -48.732 -5.177
O -14.408 -48.076 -4.368
H -17.406 -49.507 -5.094
H -17.299 -47.884 -4.866
H -16.846 -48.972 -3.553
H -15.220 -48.419 -6.185
H -14.901 -49.863 -5.252
H -13.484 -48.563 -4.480
C -20.683 -45.654 -3.509
C -22.031 -45.030 -3.528
O -22.051 -44.087 -4.705
H -20.653 -46.237 -2.565
H -19.829 -45.111 -3.187
H -20.349 -46.196 -4.289
H -22.326 -44.523 -2.559
H -22.890 -45.450 -3.710
H -22.876 -43.694 -4.823
C -14.582 -43.672 -6.586
C -15.185 -44.951 -6.015
O -14.187 -45.511 -5.000
H -14.228 -43.981 -7.641
H -14.008 -43.206 -5.767
H -15.205 -42.965 -6.856
H -15.587 -45.606 -6.796
H -16.005 -44.861 -5.334
H -14.423 -46.242 -4.875
C -11.128 -42.303 -3.247
C -12.357 -43.212 -3.075
O -12.198 -44.526 -3.539
H -11.080 -41.493 -2.662
H -10.875 -42.073 -4.411
H -10.299 -42.885 -3.063
H -13.375 -42.718 -3.598
H -12.351 -43.550 -2.196
H -12.825 -44.630 -4.176
C -11.559 -44.294 3.077
C -12.861 -44.661 2.353
O -13.886 -44.831 3.380
H -11.764 -43.282 3.579
H -10.736 -44.064 2.240
H -11.184 -44.908 3.904
H -12.654 -45.539 1.724
H -13.233 -43.827 1.650
H -14.591 -45.280 3.202
```

---

It is version four that is the least stable of them.

---

Version one
Entry from OMol25: the ion C4H5N2O3 with charge -1 (the ωB97M-V functional and the def2-TZVPD basis).

The calculation puts the LUMO energy at 3.65 eV. The HOMO-LUMO gap is 0.2629 Ha. Its highest occupied orbital energy is -3.502 eV. The total charge is -1. As for the SMILES: CC(=C=O)N/C([O-])=N/O.

XYZ file:
```
14
C4H5N2O3 | OMol25 | the ωB97M-V functional and the def2-TZVPD basis
C -0.964 0.236 -0.449
C -0.289 -0.936 0.191
C -0.453 -2.201 0.275
O -0.407 -3.393 0.362
N 0.735 -0.443 1.092
C 1.988 -0.033 0.445
O 2.843 0.238 1.268
N 1.931 -0.008 -0.838
O 3.227 0.503 -1.324
H -0.335 0.672 -1.147
H -1.394 0.836 0.265
H -1.910 -0.115 -1.133
H 0.869 -1.098 1.830
H 3.692 1.061 -0.724
```

---

Version two
Entry from OMol25: the ion C4H5N2O3 with charge -1 (the ωB97M-V functional and the def2-TZVPD basis).

The calculation puts the LUMO energy at 3.89 eV. The HOMO-LUMO gap is 0.2758 Ha. Its highest occupied orbital energy is -3.617 eV. The total charge is -1. As for the SMILES: C[C@@]1(C(=O)[O-])N=CON1.

XYZ file:
```
14
C4H5N2O3 | OMol25 | the ωB97M-V functional and the def2-TZVPD basis
C -0.560 -0.627 0.837
C 0.676 0.198 0.349
C 1.650 0.584 1.650
O 2.763 0.933 1.367
O 1.134 0.420 2.702
N 1.376 -0.432 -0.690
C 1.656 0.470 -1.544
O 1.272 1.760 -1.360
N 0.399 1.573 -0.158
H -1.150 -1.043 0.080
H -1.115 0.070 1.446
H 0.164 -1.295 1.397
H 2.277 0.186 -2.376
H -0.502 1.520 -0.604
```

---

It is version one that is the least stable of them.